Density functional theory data (ωB97M-V/def2-TZVPD) for a 2-piece molecular cluster, C3H9NO2 overall.

* lowest unoccupied orbital energy (alpha / beta): -5.04 / -9.61 eV
* E_tot: -324.5245 Ha
* E_HOMO (alpha / beta): -14.467 / -14.466 eV
* M: 91.110 g mol⁻¹
* HOMO-LUMO gap (alpha / beta): 9.43 / 4.86 eV
* relative energy (zero: lowest compared OMol25 entry of this formula, charge and spin): 63.4 kcal/mol

```
! RIJCOSX wB97M-V def2-TZVPD def2/J DEFGRID3
* xyz 1 2
C 1.41614 -0.12222 -1.28880
C 0.65501 0.34777 0.05873
C 0.27947 -0.87039 0.76485
O 0.33913 -1.24665 1.93835
N 0.66972 -0.81797 -2.26567
H 2.14741 -0.83038 -0.86214
H 1.97204 0.67430 -1.77333
H -0.25996 1.03573 -0.13755
H 1.51638 0.81633 0.63101
H -0.10503 -1.48396 -0.03520
H 0.81312 -1.90851 -2.17223
H -0.34043 -0.67130 -2.03932
H -2.93419 2.32797 1.92183
H -3.27229 1.34870 3.11556
O -2.89652 1.40058 2.14391
*
```

natural (NBO) population analysis, charges in e, atoms 1 to 8:
1. C -0.25
2. C -0.51
3. C 0.46
4. O -0.20
5. N -0.56
6. H 0.22
7. H 0.29
8. H 0.31

---

Density functional theory data (ωB97M-V/def2-TZVPD) for C13H18NO5S2Yb as an isolated structure.

* lowest unoccupied orbital energy (alpha / beta): -7.73 / -9.33 eV
* E_tot: -2891.5728 Ha
* E_HOMO (alpha / beta): -15.584 / -15.584 eV
* M: 505.463 g mol⁻¹
* HOMO-LUMO gap (alpha / beta): 7.85 / 6.25 eV
* relative energy (zero: lowest compared OMol25 entry of this formula, charge and spin): 70.6 kcal/mol

```
! RIJCOSX wB97M-V def2-TZVPD def2/J DEFGRID3
* xyz 2 2
Yb -0.14655 -0.19649 -0.41177
C 2.62642 -1.71505 1.12862
O 1.55852 -1.79767 0.14674
C 1.47527 -3.09800 -0.48381
C 1.06551 -2.86587 -1.91874
O -0.11528 -2.02712 -1.95643
C -1.37446 -2.74839 -1.99717
C -2.46482 -1.69754 -2.00953
O -2.36653 -0.86830 -0.82670
C -3.17689 -1.34432 0.29254
H 3.58479 -1.64003 0.61747
H 2.60871 -2.59516 1.76896
H 2.43840 -0.83966 1.74331
H 0.75139 -3.70466 0.06519
H 2.44292 -3.59683 -0.45295
H 0.88265 -3.80376 -2.44105
H 1.84524 -2.31163 -2.43994
H -1.46377 -3.39445 -1.12032
H -1.41623 -3.35046 -2.90441
H -3.44745 -2.16145 -2.06946
H -2.33372 -1.03844 -2.86854
H -4.19529 -1.51025 -0.05368
H -3.18742 -0.56235 1.04450
H -2.76817 -2.26372 0.71126
O -0.31946 4.62852 3.82295
S -0.95474 3.90100 2.79160
O -2.26019 4.20872 2.31973
N -0.95878 2.23838 3.10442
C -0.29470 1.60870 2.22964
S -0.35528 -0.14007 2.10402
C 0.44801 2.41440 1.21008
C 1.33967 1.98878 0.19803
C 1.78667 2.96327 -0.71429
C 1.38846 4.28852 -0.60757
C 0.60068 4.70608 0.46330
C 0.13365 3.74712 1.34338
H 1.98937 1.11388 0.35105
H 2.51432 2.69297 -1.46957
H 1.74505 5.01656 -1.32335
H 0.37407 5.75476 0.61248
*
```

natural (NBO) population analysis, charges in e, atoms 1 to 8:
1. Yb 2.08
2. C -0.26
3. O -0.64
4. C -0.10
5. C -0.10
6. O -0.62
7. C -0.11
8. C -0.10

---

Density functional theory data (ωB97M-V/def2-TZVPD) for C16H14AuN2O2 as an isolated structure.

* lowest unoccupied orbital energy: -4.06 eV
* E_tot: -1013.5316 Ha
* E_HOMO: -11.525 eV
* M: 463.267 g mol⁻¹
* HOMO-LUMO gap: 7.46 eV

```
! RIJCOSX wB97M-V def2-TZVPD def2/J DEFGRID3
* xyz 1 1
Au 0.08688 -0.00265 -0.05476
O 1.29921 1.39279 -0.75415
C 1.30917 2.65035 -0.37321
C 2.32633 3.45581 -0.91323
C 2.45329 4.77330 -0.55764
C 1.56977 5.37263 0.36144
C 0.55683 4.62443 0.87361
C 0.38636 3.26165 0.51120
C -0.70023 2.57116 1.08052
N -1.05353 1.34629 0.85820
C -2.09029 0.66395 1.64978
C -2.52693 -0.57172 0.90293
N -1.32699 -1.29983 0.46173
C -1.35181 -2.54298 0.10502
C -0.30966 -3.27903 -0.48980
C -0.55146 -4.65258 -0.75920
C 0.40391 -5.44503 -1.31340
C 1.66058 -4.88080 -1.60859
C 1.91790 -3.55439 -1.37966
C 0.93694 -2.70416 -0.84051
O 1.27606 -1.44252 -0.70015
H 3.00892 2.98444 -1.60728
H 3.25250 5.36221 -0.98875
H 1.69275 6.40648 0.64873
H -0.14250 5.07416 1.56886
H -1.30302 3.13205 1.79428
H -2.94479 1.31599 1.83151
H -1.66292 0.38001 2.61431
H -3.10247 -0.28321 0.02025
H -3.15945 -1.19352 1.53666
H -2.28370 -3.08196 0.27338
H -1.51847 -5.07408 -0.51024
H 0.20650 -6.48686 -1.51869
H 2.43795 -5.50504 -2.02977
H 2.87502 -3.11031 -1.61734
*
```

natural (NBO) population analysis, charges in e, atoms 1 to 8:
1. Au 1.46
2. O -0.69
3. C 0.40
4. C -0.23
5. C -0.12
6. C -0.26
7. C -0.11
8. C -0.27

---

Density functional theory data (ωB97M-V/def2-TZVPD) for C20H25CrN2S6Si as an isolated structure.

* lowest unoccupied orbital energy (alpha / beta): 1.86 / 1.85 eV
* E_tot: -4609.8039 Ha
* E_HOMO (alpha / beta): -2.489 / -3.973 eV
* M: 565.918 g mol⁻¹
* HOMO-LUMO gap (alpha / beta): 4.35 / 5.82 eV
* relative energy (zero: lowest compared OMol25 entry of this formula, charge and spin): 42.0 kcal/mol

```
! RIJCOSX wB97M-V def2-TZVPD def2/J DEFGRID3
* xyz -1 5
Cr 1.60885 1.41634 -1.20501
S 6.43640 6.86236 -1.29284
C 5.34084 5.62456 -1.34781
S 3.63458 5.84963 -1.33766
C 3.15190 4.16948 -1.44044
C 4.15920 3.27418 -1.47291
S 3.95299 1.55175 -1.56273
S 5.77062 3.95847 -1.40496
S 1.46204 3.76236 -1.49894
C -2.56343 -3.36143 -3.42875
Si -1.65680 -2.92309 -1.84606
C -0.11669 -3.97780 -1.71818
C -2.80735 -3.55357 -0.46790
C -1.48548 -1.09111 -1.65004
C -2.71018 -0.34596 -1.39657
C -2.67974 1.05640 -1.38722
C -1.49676 1.72049 -1.58037
N -0.30448 1.02918 -1.75841
C -0.32752 -0.33801 -1.81951
S 1.32842 -0.93111 -1.92324
H -2.73356 -4.44148 -3.48132
H -2.00690 -3.05643 -4.31922
H -3.53657 -2.86113 -3.45564
H -0.39912 -5.03823 -1.71376
H 0.44742 -3.75923 -0.80783
H 0.56206 -3.79558 -2.55492
H -3.15313 -4.55798 -0.73891
H -3.69519 -2.92502 -0.34082
H -2.31170 -3.64553 0.50640
H -3.65615 -0.86941 -1.29224
H -3.59382 1.62753 -1.25950
H -1.42579 2.79997 -1.59779
C -2.21910 -0.24219 2.58290
N -1.18457 -0.91585 1.75767
C -0.47267 -2.01645 2.45468
C -0.25353 0.03554 1.06137
C 0.79052 0.83259 1.79142
C 0.89185 0.97169 3.17357
C 1.87500 1.78392 3.72621
C 2.73727 2.45927 2.87972
C 2.62010 2.31388 1.50053
C 1.65897 1.49607 0.89901
H -2.93599 -0.98252 2.93217
H -2.71846 0.49055 1.95290
H -1.74846 0.25525 3.42260
H -1.67593 -1.32259 0.95150
H 0.15725 -1.60266 3.23373
H 0.15054 -2.52923 1.72491
H -1.19897 -2.70722 2.87735
H -0.91151 0.71723 0.53076
H 0.25652 -0.58259 0.33045
H 0.21322 0.46058 3.84879
H 1.95765 1.88533 4.80189
H 3.50624 3.10480 3.28891
H 3.30909 2.86402 0.87202
*
```

natural (NBO) population analysis, charges in e, atoms 1 to 8:
1. Cr 0.93
2. S -0.18
3. C -0.57
4. S 0.47
5. C -0.42
6. C -0.42
7. S -0.21
8. S 0.47

---

Density functional theory data (ωB97M-V/def2-TZVPD) for a 2-piece molecular cluster, C4H7NO2 overall.

* lowest unoccupied orbital energy (alpha / beta): 0.10 / 0.10 eV
* E_tot: -361.7518 Ha
* E_HOMO (alpha / beta): -7.868 / -7.867 eV
* M: 101.105 g mol⁻¹
* HOMO-LUMO gap (alpha / beta): 7.97 / 7.97 eV
* relative energy (zero: lowest compared OMol25 entry of this formula, charge and spin): 81.0 kcal/mol

```
! RIJCOSX wB97M-V def2-TZVPD def2/J DEFGRID3
* xyz 0 1
O 2.22861 0.04556 1.35094
C 0.90504 0.15225 0.93286
C 0.55681 1.17189 -0.09231
N -0.24698 0.58857 -0.93834
C -0.46188 -0.77545 -0.75972
C 0.37956 -1.16669 0.31238
O 0.74999 -2.24916 0.75747
H 2.35231 -0.91215 1.46541
H 0.21905 0.35321 1.78444
H 0.74864 2.24136 -0.11860
H -2.87333 0.34076 -2.11357
H -0.71332 1.08846 -1.68080
H -2.88144 0.40048 -2.85499
H -0.96250 -1.35040 -1.51855
*
```

natural (NBO) population analysis, charges in e, atoms 1 to 8:
1. O -0.69
2. C -0.05
3. C 0.03
4. N -0.37
5. C -0.33
6. C 0.46
7. O -0.62
8. H 0.50

---

Density functional theory data (ωB97M-V/def2-TZVPD) for C28H19N5O10RhS as an isolated structure.

* lowest unoccupied orbital energy (alpha / beta): -1.21 / -3.51 eV
* E_tot: -2612.7222 Ha
* E_HOMO (alpha / beta): -7.448 / -8.376 eV
* M: 720.458 g mol⁻¹
* HOMO-LUMO gap (alpha / beta): 6.24 / 4.86 eV

```
! RIJCOSX wB97M-V def2-TZVPD def2/J DEFGRID3
* xyz 0 6
Rh 1.11738 -0.87324 0.07387
O -1.73961 -1.72926 -0.11264
C -2.27207 -0.81184 0.85847
C -1.20560 0.08986 1.52935
O -1.57438 1.21698 1.91922
O -0.00213 -0.41257 1.73032
C -3.25982 -0.02939 0.02075
C -2.68898 1.17497 -0.60082
C -3.67393 1.89263 -1.57607
C -4.94153 1.16738 -1.91091
C -5.31498 0.02867 -1.30874
C -4.42883 -0.62989 -0.35481
C -3.00862 -1.52575 2.01403
C -2.31524 -2.50210 2.72924
C -2.91930 -3.11233 3.80307
C -4.22714 -2.86869 4.18563
C -4.91056 -1.84317 3.53961
C -4.25451 -1.07616 2.55791
H -0.90907 -2.18177 0.06608
H -2.27931 1.87663 0.14329
H -3.98667 2.91602 -1.29052
H -5.55743 1.55140 -2.72123
H -6.26391 -0.45393 -1.63376
H -4.55317 -1.61968 0.03365
H -1.24716 -2.74931 2.50056
H -2.29087 -3.77946 4.36963
H -4.70852 -3.53180 4.93922
H -5.88150 -1.49430 3.86902
H -4.80719 -0.24625 2.09365
O 9.00779 -0.46050 -0.47872
N 8.03721 -0.87993 -1.09302
O 8.03874 -1.19450 -2.32916
C 6.73493 -0.85342 -0.46337
C 6.55453 -0.15818 0.71026
C 5.28277 0.08157 1.06950
C 4.09247 -0.40931 0.43473
O 2.90002 -0.24494 0.91127
C 4.40284 -1.19893 -0.74765
C 5.72742 -1.35267 -1.27857
N 3.42420 -1.88097 -1.33189
O 2.29646 -1.34194 -1.40456
O 2.97802 1.24263 -1.29219
N 5.17407 0.94752 2.27062
O 4.14405 1.01611 2.91583
O 6.14668 1.68057 2.43007
H 7.39201 0.08438 1.39171
H 5.76820 -1.59454 -2.31974
S 1.57000 -3.75832 1.65955
C 1.25424 -2.48030 0.78500
N 1.41876 2.94960 -1.89359
C 1.95033 1.94809 -0.95526
N 0.65786 1.03628 -0.78453
C -0.26618 1.50233 -1.58991
C -1.64749 0.97437 -1.72366
C -2.54924 1.75407 -2.70512
C -1.97520 2.99929 -3.26097
C -0.68197 3.43857 -3.12884
C 0.18451 2.68487 -2.25768
H 2.02260 3.55636 -2.42403
H 1.94071 2.44384 0.05643
H -1.66347 -0.12672 -1.87243
H -3.04835 1.08466 -3.47182
H -2.74622 3.70419 -3.71575
H -0.41864 4.36224 -3.57956
*
```

natural (NBO) population analysis, charges in e, atoms 1 to 8:
1. Rh 0.93
2. O -0.73
3. C 0.07
4. C 0.78
5. O -0.62
6. O -0.72
7. C 0.05
8. C -0.21